No. 1
DFT (ωB97M-V with the def2-TZVPD basis set) results for an isolated molecule of C21H18N2O4S.

Geometry as XYZ:
```
46
Properties=species:S:1:pos:R:3:forces:R:3
C 4.7165 0.0880 -0.3669 -0.0510 -0.0026 0.0078
C -5.5998 1.7701 1.3762 0.0615 0.0674 0.0116
C -4.2417 -0.5577 0.6570 0.0498 0.0173 0.0045
C -7.7733 0.6693 1.1895 -0.0181 -0.0896 0.1094
C 2.1018 0.7408 0.1857 -0.1010 0.0029 0.0118
C -6.2902 0.6248 1.0964 -0.0169 -0.0640 -0.0559
C -5.6010 -0.5584 0.7314 -0.0303 -0.0088 -0.0047
H 4.3908 -4.5226 -2.4111 -0.0024 0.0074 -0.0060
H 5.5368 -0.5951 -2.8130 0.0141 -0.0121 0.0216
C -2.0842 2.9614 1.5254 -0.0283 0.0387 0.0139
C 3.1020 1.4839 0.7219 0.0711 0.0019 0.0034
N 0.7321 0.9188 0.3575 -0.0687 0.0509 0.0577
C -2.0866 0.6446 0.8648 -0.0056 -0.0978 -0.0009
H 0.1826 0.2565 -0.1719 0.0488 -0.0261 -0.0285
H 4.2268 -3.3610 -0.2791 0.0052 -0.0002 -0.0038
O 0.7046 2.7648 1.6818 0.0102 -0.0067 0.0227
H -1.5817 -0.2798 0.6069 0.0042 0.0102 0.0017
C 2.3739 -0.4022 -0.6779 0.0762 0.0053 -0.0487
H 5.7244 -2.4738 -0.5856 0.0088 0.0017 -0.0304
C 4.8324 -2.8931 -1.0574 -0.0086 0.0313 0.0721
C -4.1891 1.7961 1.3055 0.0200 -0.0090 -0.0004
H -6.1586 -1.4574 0.5128 -0.0347 0.0189 0.0071
C 5.2285 -3.8817 -2.1379 0.0211 -0.0288 -0.0043
C -3.4428 2.9663 1.5976 -0.0271 0.0046 0.0025
H 5.2627 1.7129 0.8533 0.0132 -0.0093 -0.0073
H -1.5108 3.8474 1.7587 0.0439 -0.0254 -0.0102
H 5.7199 -0.2201 -0.6199 0.0080 0.0134 0.0065
N 3.7085 -0.6636 -0.9175 0.0252 -0.0027 0.0067
C -3.4995 0.6176 0.9388 -0.0433 0.0088 0.0034
C 4.8277 -1.3941 -3.0265 -0.0173 0.0416 -0.0014
O 1.4702 -1.0839 -1.1633 -0.0227 0.0004 0.0134
H -6.1433 2.6642 1.6547 -0.0161 -0.0087 -0.0019
S 5.7326 -2.8754 -3.5761 -0.0235 -0.0116 0.0223
H -3.7116 -1.4600 0.3771 0.0187 0.0134 0.0028
C -1.3905 1.7872 1.1441 0.0427 0.0789 -0.0095
H 2.8734 2.3246 1.3565 -0.0354 -0.0004 -0.0024
O -8.4171 1.6363 1.5026 -0.0134 0.0488 -0.0370
C 4.4513 1.1378 0.4345 0.0185 0.0159 0.0110
H -9.3077 -0.3820 0.9991 0.0592 -0.0048 -0.0052
H 3.0838 -2.2161 -2.0843 0.0033 -0.0132 -0.0006
C 4.0422 -1.8046 -1.7761 -0.0240 -0.0562 -0.0689
H 6.0642 -4.5106 -1.8393 0.0055 -0.0019 -0.0179
C 0.1080 1.8788 1.0987 0.0253 -0.0149 -0.0344
O -8.3524 -0.5164 0.9026 -0.0498 0.0292 -0.0285
H 4.1549 -1.0509 -3.8103 0.0059 0.0018 -0.0023
H -3.9705 3.8682 1.8829 -0.0224 -0.0160 -0.0029
```
Positions in Å, forces in eV/Å.

SMILES: O=C(O)c1ccc2cc(C(=O)Nc3cccn([C@@H]4CCSC4)c3=O)ccc2c1
Kohn-Sham gap, eV: 7.93
Molar mass, u: 394.45
Charge: 0


No. 2
DFT (ωB97M-V with the def2-TZVPD basis set) results for an isolated ion of composition C6H15N4 and charge +1 at a distorted geometry.

Geometry as XYZ:
```
25
Properties=species:S:1:pos:R:3:forces:R:3
H 2.2988 -1.7638 1.0344 1.4057 -0.7308 0.9979
C 1.5372 -0.1492 -0.0241 -0.5783 -3.4347 -1.7450
H -1.0011 0.3243 1.4436 0.2381 0.1705 -0.4528
H -0.4582 4.0651 -1.1646 0.2106 -0.3668 -1.6499
H 1.8401 0.5696 0.6214 1.0331 1.9423 2.4435
C 1.3816 -1.6406 0.5515 0.5579 2.1913 -0.9268
N 0.0355 1.6148 -0.9047 0.7550 -2.1956 -2.0427
N -0.4237 2.4415 0.0820 -0.1478 -2.9892 2.7989
H -1.9408 0.2848 -0.0254 -0.8529 -0.0528 -0.4113
H 0.3601 -3.1146 1.7941 -0.9473 2.7531 -1.3855
H -1.1783 -2.1411 -0.3293 0.4503 0.0121 0.4195
N 0.3898 2.1067 -2.1542 -2.6165 -0.0789 0.6830
H -0.0366 -0.4203 -1.4665 0.1542 0.5291 0.9401
H 0.1565 -1.4037 2.3375 0.2692 0.0046 -0.3172
H -0.0975 1.6322 -2.9265 0.5509 -0.1133 0.6032
N -0.4799 3.6519 -0.2657 0.4491 2.9653 -1.7894
C 0.1524 0.1305 -0.4962 -2.7012 2.0054 -1.7665
C 0.1818 -1.9609 1.3857 1.9971 -2.8710 1.8895
H 1.4164 -2.1855 -0.3728 -0.2120 -0.9296 -0.2120
H 1.3545 2.1549 -2.2348 2.2866 0.2117 -0.5059
H -0.8509 4.2611 0.3804 -0.8140 1.3346 2.1664
H 2.2937 -0.2538 -0.8528 -0.8911 0.4416 0.6409
C -1.0535 -1.6435 0.6550 -0.7321 -0.2479 -1.6273
H -1.8282 -2.0314 1.2309 -1.8969 -0.1541 0.9476
C -1.0889 -0.1395 0.4513 2.0321 -0.3970 0.3019
```
Positions in Å, forces in eV/Å.

Kohn-Sham gap (alpha / beta), eV: 8.84 / 6.58
Spin multiplicity: 3
Molar mass, u: 143.21
Charge: +1


No. 3
DFT (ωB97M-V with the def2-TZVPD basis set) results for an isolated molecule of C5H4BrCl3O at a distorted geometry.

Geometry as XYZ:
```
14
Properties=species:S:1:pos:R:3:forces:R:3
Cl -2.6771 -0.5072 -0.5805 1.0793 -0.7686 0.6565
C -1.1303 -1.5831 -0.1693 -1.4270 0.4056 -0.2047
C -0.1753 -0.8229 0.7403 2.9450 5.3969 -3.3276
C 0.5532 0.4808 0.2041 -3.4326 -6.7961 3.6049
H 0.3114 2.0631 -1.0291 0.3278 1.3394 -0.1738
Cl -1.8150 -3.0122 0.6751 0.2826 0.3549 -1.0246
Br 0.1605 -1.5120 2.4191 0.3209 0.2125 0.4793
Cl -0.4856 -1.9829 -1.8106 -0.0495 -0.1917 1.1767
C 1.4095 1.2364 1.1474 0.1552 -0.1819 -1.4049
H -0.8300 0.8060 -1.3282 0.4717 -0.0150 -0.1916
O 1.8981 2.2429 0.7119 0.5581 1.2228 0.0565
H 0.8580 0.6641 -2.0066 -0.7974 0.3802 1.6079
H 1.6984 0.9123 2.1347 -0.3879 -0.6258 0.5684
C 0.2240 1.0148 -1.1082 -0.0462 -0.7333 -1.8231
```
Positions in Å, forces in eV/Å.

SMILES: C/C(C=O)=C(/Br)C(Cl)(Cl)Cl
Kohn-Sham gap, eV: 7.71
Molar mass, u: 266.35
Charge: 0


- Which formula does entry 3 have?
  C5H4BrCl3O


- molar mass of number 2 (C6H15N4)?
  143.21 u


- What is the formula in the first record?
  C21H18N2O4S